Record 1
A molecular structure, C29H28Br2F9N3O7S. Source: the OMol25 dataset; level of theory: the ωB97M-V functional and the def2-TZVPD basis.

Structure (XYZ):
```
79
Properties=species:S:1:pos:R:3:forces:R:3
C 4.54012 -2.36635 2.21143 -0.16 -0.08 -0.24
C 3.81414 -2.12161 1.28048 -0.75 0.17 0.14
C 2.83672 -1.82344 0.12155 3.30 -0.74 1.01
N 2.33453 -3.15494 -0.27753 -0.63 0.50 -1.10
C 2.28118 -3.36720 -1.49036 -0.13 0.25 -0.65
O 2.22699 -3.56424 -2.63971 0.04 -0.27 1.28
O 1.93934 -0.89981 0.64595 -0.58 0.55 -0.49
C 0.58135 -0.91760 0.21269 -1.53 -2.25 -0.06
C -0.19536 -1.90324 1.17906 0.86 -0.38 -0.13
C 0.38725 -1.95584 2.62631 -2.22 -0.81 0.12
O 1.20195 -3.14055 2.72006 0.50 0.81 0.05
C -0.80733 -2.20333 3.63406 0.73 0.12 0.02
N -0.44236 -1.80005 5.00419 -0.52 -0.06 -0.28
C -0.05277 0.50823 0.03651 2.99 1.79 0.74
O -0.32658 0.98616 -1.26699 -0.43 -0.97 -0.09
C -0.85645 0.23404 -2.28343 -0.93 -0.20 -1.63
Br 0.44862 -0.73217 -3.46093 0.07 0.10 0.82
Br -1.58770 1.58801 -3.57830 0.15 -0.22 0.61
C -2.04626 -0.71853 -2.06942 -0.75 -0.17 -0.98
O -1.75992 -1.87737 -1.31611 -0.37 0.81 0.36
C -2.99128 -2.47881 -0.91563 -0.81 -0.92 0.06
C -3.76215 -3.21060 -2.06419 -0.73 0.38 -0.21
C -5.28668 -2.81976 -2.03585 0.61 -0.50 0.51
C 1.04721 1.54306 0.51685 0.52 1.47 -0.08
C 1.65051 2.42605 -0.41201 0.24 0.18 0.14
C 2.62106 3.37232 -0.01430 0.06 -0.05 0.32
C 3.02467 3.51142 1.32623 -0.88 -1.01 -0.48
C 2.41755 2.63540 2.25914 0.63 0.71 -0.50
C 1.46469 1.69627 1.85549 -0.03 -0.55 0.34
S -1.49488 0.91753 1.11450 -2.70 -2.79 2.83
O -1.26759 0.62931 2.51597 1.78 1.03 -0.53
O -2.71713 0.21926 0.76881 0.50 0.88 -1.91
C -1.94254 2.74647 1.11746 -0.73 0.86 0.55
F -0.99065 3.50834 1.68053 -0.03 -0.47 -0.92
F -2.98755 2.80987 1.98784 0.33 -0.71 -0.54
C -2.47323 3.33200 -0.22521 0.28 1.84 0.17
F -1.37551 3.70822 -0.94945 -0.52 -0.65 0.01
F -3.29527 2.51647 -0.89958 0.81 -0.16 0.25
C -3.28781 4.67268 -0.02593 -0.80 0.07 0.25
F -2.77486 5.46089 0.94111 0.23 -0.42 -0.40
F -4.56723 4.40026 0.34356 0.72 -0.34 -0.26
C -3.37713 5.53327 -1.34948 -1.12 1.06 0.38
F -3.37948 4.81863 -2.47370 0.56 0.14 0.43
F -2.43310 6.48088 -1.33495 0.08 -0.80 -0.49
F -4.56112 6.19444 -1.31893 0.54 -0.34 0.03
C 3.78541 -1.27634 -0.99335 0.88 1.06 -1.08
C 3.49401 -0.18815 -1.84644 0.03 -0.91 0.84
C 4.43066 0.21014 -2.81071 -0.68 1.51 -1.13
N 5.65657 -0.26909 -3.06366 -1.65 -0.83 1.94
C 5.90359 -1.27253 -2.19986 1.68 -1.00 -0.13
C 5.08347 -1.82254 -1.21280 -1.13 0.28 0.13
H 5.18344 -2.64693 3.03445 -0.34 0.26 -0.53
H 0.53680 -1.42776 -0.76759 -0.12 0.65 0.26
H -0.00486 -2.92055 0.77171 -0.07 0.63 0.18
H -1.29041 -1.79507 1.14109 0.57 0.36 0.14
H 0.92421 -1.04132 2.92816 -0.11 -0.45 -0.25
H 1.97082 -2.93786 3.26806 -0.05 -0.10 -0.25
H -1.73507 -1.70577 3.30232 0.51 -0.03 0.36
H -0.99715 -3.29498 3.65681 0.11 0.50 -0.27
H -0.64729 -0.81809 5.15903 0.27 -0.12 -0.07
H 0.54264 -1.98361 5.16965 -0.19 0.12 0.09
H -2.35909 -1.05784 -3.08370 0.38 0.48 0.42
H -2.92058 -0.13126 -1.70294 0.72 -0.33 0.34
H -3.68571 -1.74006 -0.45638 0.69 -0.13 -0.27
H -2.77310 -3.22350 -0.12612 0.24 0.48 -0.38
H -3.39770 -2.97043 -3.08099 0.27 0.00 0.64
H -3.66296 -4.30565 -1.93919 0.00 0.55 -0.16
H -5.74937 -3.41837 -1.22527 -0.12 0.39 -0.55
H -5.78045 -3.02883 -3.00386 0.19 0.07 0.62
H -5.41586 -1.75412 -1.76165 0.06 -0.49 -0.35
H 1.42363 2.42173 -1.48507 -0.13 -0.19 0.60
H 3.08191 4.01152 -0.78302 -0.34 -0.37 0.37
H 3.79527 4.24005 1.60895 -0.46 -0.39 -0.05
H 2.75004 2.71602 3.30481 -0.45 -0.29 -0.49
H 1.06360 1.03541 2.63128 0.08 0.34 -0.39
H 2.54190 0.34257 -1.75535 0.53 -0.17 -0.15
H 4.12458 1.04717 -3.46804 0.16 -0.47 0.41
H 6.91142 -1.71929 -2.29740 -0.61 0.22 0.03
H 5.43764 -2.66874 -0.61077 -0.05 0.48 -0.33
```
Positions in Å, forces in eV/Å.

HOMO-LUMO gap	8.809	eV
energy relative to the best compared isomer or geometry (same formula, charge and spin)	0.0	kJ/mol
F_max	4.80	eV/Å
spin multiplicity	1

Atomic partial charges in e from the Mulliken method, atoms 1 to 6:
1 C -0.4244
2 C -2.1280
3 C 3.4546
4 N -0.5672
5 C 0.9150
6 O -0.4646

Record 2
A molecular structure, C30H50BMgN4O4P2S2. Source: the OMol25 dataset; level of theory: the ωB97M-V functional and the def2-TZVPD basis.

Structure (XYZ):
```
94
Properties=species:S:1:pos:R:3:forces:R:3
Mg -0.97886 -1.14749 0.15009 1.59 2.16 -0.12
C -1.40830 2.99756 -2.27545 -0.14 0.51 0.16
C -0.36544 2.42607 -3.24626 -0.20 -0.44 0.26
C -1.13108 1.86533 -4.47053 -0.07 -0.12 0.06
C 0.55344 3.57010 -3.64481 -0.60 -0.27 -0.51
P 0.45720 0.98564 -2.24839 0.97 0.06 -1.60
C 1.85954 1.98724 -1.44610 -1.04 0.06 -0.21
N 2.18934 1.39845 -0.17935 1.59 0.22 0.25
B 1.46837 0.45556 0.62747 -1.58 -0.87 -0.09
N 2.31398 0.32435 1.80431 0.45 0.22 0.60
C 2.10075 -0.44231 3.00222 -0.96 -0.02 -0.20
P 0.30935 -1.03137 2.95122 1.01 -1.12 2.89
C 0.72498 -2.65067 4.14613 -0.65 0.93 -1.79
C -0.52962 -3.03397 4.90637 -0.66 -0.10 0.10
C 1.92337 -2.48898 5.08562 0.18 0.33 -0.21
C 0.94947 -3.73273 3.05152 1.17 0.40 0.60
C -0.45335 0.28503 4.14292 0.23 -0.16 -1.00
C -0.41508 1.58900 3.28611 0.38 -1.35 0.11
C -1.90063 -0.11260 4.37275 -1.51 -0.38 -0.04
C 0.17775 0.52235 5.50523 0.58 -0.47 0.18
C 3.47305 1.05553 1.68925 0.65 -0.20 -0.68
C 4.63589 1.10018 2.46194 -0.34 0.53 -0.17
C 5.69638 1.92005 2.02146 -0.34 -0.33 -0.24
C 5.59065 2.61657 0.81473 -0.18 -0.15 -0.11
C 4.43728 2.53590 0.00338 0.47 0.24 -0.18
C 3.41685 1.70827 0.44214 -0.53 0.80 -0.69
C 1.58656 -0.10383 -3.54493 -0.28 1.05 0.92
C 0.65617 -0.83461 -4.51983 -0.50 -1.30 1.10
C 2.61691 0.69651 -4.37837 -0.89 -0.74 0.24
C 2.38157 -1.05340 -2.60068 -0.71 -0.06 -0.52
H -2.00986 3.78129 -2.77707 0.27 -0.25 0.06
H -0.94206 3.48786 -1.39987 -0.14 -0.39 -0.24
H -2.10619 2.23359 -1.93505 0.02 -0.06 0.12
H -1.95729 2.54286 -4.73165 0.07 -0.09 0.16
H -1.56434 0.86536 -4.25687 0.19 0.56 -0.14
H -0.52519 1.80337 -5.38663 0.10 -0.16 0.39
H -0.03751 4.30238 -4.20004 0.00 0.13 -0.14
H 1.31868 3.18337 -4.30202 0.49 0.25 -0.07
H 0.95409 4.08163 -2.78076 0.30 0.06 0.01
H 1.49706 3.03221 -1.29894 0.30 -0.65 -0.07
H 2.70791 2.02173 -2.15456 -0.25 0.04 0.53
H 2.31036 0.12304 3.93444 -0.19 0.03 -0.57
H 2.77321 -1.28819 3.04996 0.12 -0.33 -0.30
H -0.68151 -2.41075 5.78476 -0.05 0.13 0.13
H -0.48927 -4.06871 5.25978 0.32 -0.13 0.09
H -1.44702 -3.00048 4.29359 0.52 0.19 0.11
H 1.79867 -1.66278 5.79828 -0.06 -0.19 -0.20
H 2.90543 -2.33228 4.59266 -0.67 -0.26 0.17
H 1.99488 -3.39687 5.66802 0.15 -0.45 0.31
H 0.05339 -3.87960 2.44945 0.16 -0.05 0.18
H 1.25602 -4.67871 3.54683 -0.16 0.29 -0.28
H 1.78055 -3.41603 2.37044 -0.57 -0.34 0.36
H -0.83557 1.37629 2.29950 -0.10 0.21 0.07
H 0.62524 1.86511 3.13191 0.05 0.37 -0.02
H -0.97224 2.36637 3.78021 -0.21 0.49 0.23
H -2.35892 -0.74602 3.57102 0.57 0.41 0.63
H -2.51346 0.79970 4.38816 0.00 -0.01 0.10
H -2.08003 -0.60179 5.35665 0.28 0.12 -0.69
H 1.21836 0.87913 5.48366 -0.26 0.00 -0.16
H 0.17796 -0.41037 6.10148 -0.17 0.56 -0.18
H -0.41443 1.28176 6.01832 -0.04 0.03 0.19
H 4.67636 0.54560 3.39322 0.16 0.05 -0.05
H 6.62398 1.95930 2.59749 -0.31 0.06 -0.17
H 6.43295 3.19278 0.45292 0.01 0.11 0.11
H 4.38247 3.10308 -0.95992 0.02 -0.65 0.99
H 0.45350 -0.26891 -5.42203 -0.04 0.02 -0.07
H -0.29646 -1.09554 -4.01880 0.17 0.44 -0.27
H 1.01485 -1.85339 -4.77461 0.39 0.61 -0.17
H 2.11262 1.39639 -5.04640 0.14 0.05 0.03
H 3.13883 -0.04392 -4.99220 0.25 0.16 -0.05
H 3.31621 1.20037 -3.72832 0.35 0.21 -0.10
H 1.78375 -1.60913 -1.86507 -0.14 0.18 -0.33
H 3.11007 -0.50343 -2.02472 0.29 0.28 0.16
H 2.90837 -1.77401 -3.22842 0.14 -0.13 -0.01
O -2.59684 -1.16558 1.23963 -0.93 -1.62 -0.55
S -2.87078 -2.71509 1.22097 2.20 1.47 -0.19
O -2.87371 -3.11381 2.61950 -0.65 -0.54 -0.93
O -3.92432 -3.09731 0.30566 -0.31 0.25 0.87
S -1.04629 -3.39335 0.22637 -1.14 -1.00 0.41
N -6.99066 0.00013 -3.90199 -0.50 -0.79 -0.38
C -6.01936 -0.94312 -4.20697 -1.18 -1.08 -1.07
O -6.10149 -1.81078 -5.07791 -0.65 1.45 0.59
C -4.84596 -0.91300 -3.35853 1.99 0.37 0.22
C -3.83263 -1.82878 -3.61292 -0.26 -0.54 0.77
C -2.72959 -1.85171 -2.75897 -0.03 0.95 -0.16
N -2.57150 -0.97944 -1.75203 -1.00 -0.12 0.95
C -3.60693 -0.14871 -1.45544 1.35 0.08 -0.62
C -4.65644 0.00372 -2.34038 -0.30 -0.17 0.91
H -7.93006 -0.24858 -4.20988 0.48 0.12 -0.14
H -6.98648 0.31649 -2.94411 0.04 0.05 -0.14
H -4.01412 -2.58883 -4.36840 0.31 0.21 0.09
H -1.92636 -2.55672 -2.90639 0.11 -0.10 0.06
H -3.54511 0.45374 -0.52688 0.16 -0.48 -0.77
H -5.36228 0.78934 -2.14031 -0.20 0.14 0.12
```
Positions in Å, forces in eV/Å.

HOMO-LUMO gap (spin up / spin down)	5.142 / 5.142	eV
charge	-1
energy relative to the best compared isomer or geometry (same formula, charge and spin)	0.0	kJ/mol
F_max	3.26	eV/Å
spin multiplicity	1

Atomic partial charges in e from the Mulliken method, atoms 1 to 6:
1 Mg 1.5325
2 C -1.6468
3 C 1.9253
4 C -1.7408
5 C -1.9358
6 P 0.6804

Record 3
A molecular structure, C29H48F3O14SY. Source: the OMol25 dataset; level of theory: the ωB97M-V functional and the def2-TZVPD basis.

Structure (XYZ):
```
96
Properties=species:S:1:pos:R:3:forces:R:3
Y 23.42387 17.70429 20.48223 0.11 0.17 -2.23
C 23.44752 17.67151 14.15094 -1.37 0.00 0.53
F 24.60162 16.93765 14.10112 -1.66 1.42 0.27
F 23.26530 18.36916 13.02121 0.67 -0.63 0.67
F 22.38504 16.81535 14.27271 1.37 0.60 -0.05
S 23.24624 19.00651 15.62173 -0.08 2.21 -0.91
O 24.43808 19.86018 15.47303 -1.37 -0.93 -0.20
O 21.93421 19.71122 15.45011 2.80 -2.05 0.08
O 23.34962 18.27384 16.89086 -0.34 -0.79 0.89
C 22.28932 15.23309 7.40941 -0.26 -4.05 0.56
C 22.39392 16.63097 7.27610 1.08 4.53 -0.56
C 21.24777 17.19735 8.07181 -0.05 0.07 -0.89
O 20.25203 16.20971 7.99240 -1.33 -0.37 0.95
C 20.74601 14.95953 7.53312 2.27 0.87 -0.84
H 22.77455 14.89081 8.32346 -0.03 -0.10 0.20
H 22.74870 14.65373 6.60852 -0.11 0.03 -0.09
H 22.38768 16.98324 6.24461 -0.43 -0.12 -0.18
H 23.25252 17.15672 7.69381 0.65 -0.60 -0.04
H 20.90683 18.13268 7.62795 -0.42 0.00 0.04
H 21.56640 17.44637 9.08401 -0.25 -0.37 0.48
H 20.34872 14.78618 6.53301 -0.35 -0.24 0.08
H 20.63272 14.08672 8.17614 -0.78 0.34 0.27
C 27.71827 19.83924 11.01935 -2.56 1.21 0.53
C 27.77457 18.39015 10.54657 0.20 0.58 1.07
C 28.28384 18.53405 9.15318 1.08 0.33 -2.21
O 28.51992 19.93094 8.80764 0.13 -0.85 1.10
C 27.77119 20.67717 9.75743 0.70 -0.12 -0.44
H 28.26280 20.22570 11.88088 0.96 -0.59 -0.42
H 26.70073 20.01379 11.36900 -0.26 -0.05 0.34
H 26.78543 17.95099 10.41684 -0.04 0.06 0.73
H 28.33868 17.85810 11.31261 0.24 -0.55 -0.64
H 27.49506 18.20791 8.47528 0.03 -0.24 -0.27
H 29.20212 18.02222 8.86524 -0.03 -0.16 0.24
H 26.77419 20.76219 9.32513 -0.34 0.39 0.11
H 28.23433 21.65534 9.88699 -0.12 0.01 -0.13
C 21.18077 24.08053 10.43567 0.42 -1.26 -0.85
C 19.87800 23.92252 9.65475 0.61 2.57 -1.42
C 19.01617 23.20232 10.59010 -0.37 0.24 0.66
O 19.89828 22.30775 11.23372 -1.41 -2.26 0.28
C 21.20724 22.65473 11.04293 1.44 1.91 0.69
H 21.16128 24.88595 11.16985 -0.20 -0.20 0.12
H 22.05916 24.21271 9.80395 -0.11 0.21 -0.06
H 20.01670 23.45578 8.67954 0.15 -0.66 0.25
H 19.46741 24.88657 9.35454 -0.17 0.18 0.28
H 18.11938 22.80407 10.11546 0.21 -0.83 0.27
H 18.68963 23.82101 11.42598 -0.44 0.61 -0.12
H 21.77620 21.94755 10.43938 -0.18 -0.24 -0.39
H 21.70975 22.68682 12.00966 0.07 -0.30 0.30
O 22.67339 14.22406 18.59067 -1.12 -0.86 -1.30
C 22.07423 13.46833 17.81358 -1.15 0.11 0.27
O 20.90293 13.76772 17.19403 0.44 0.57 0.11
C 20.37292 12.69272 16.28533 1.25 1.23 0.15
C 21.50450 11.66896 16.22768 0.04 -0.15 0.56
C 22.37074 12.04843 17.43319 1.14 -1.53 0.30
H 20.15699 13.15402 15.32165 -0.02 0.17 0.22
H 19.44275 12.35591 16.74300 0.27 -0.20 0.01
H 22.25644 11.64892 15.43881 -1.00 0.56 -0.87
H 21.01694 10.69409 16.22786 0.51 -0.20 0.42
H 23.42298 11.90142 17.18973 0.10 0.37 0.00
H 22.25448 11.32814 18.24298 -0.36 0.47 0.53
O 27.85178 27.01469 15.52509 -2.03 -0.57 -0.58
C 26.84043 26.32781 15.52442 3.18 0.98 -1.58
O 26.46952 25.76654 16.65375 -0.40 -0.38 2.24
C 25.54226 24.69840 16.49850 -0.09 1.15 -0.98
C 25.57231 24.48110 15.02448 -0.73 -1.33 -1.86
C 25.97373 25.79652 14.34306 0.63 0.03 2.19
H 24.53183 25.07614 16.65488 -0.01 -0.16 1.14
H 25.86438 23.84105 17.08952 -0.31 0.25 0.12
H 24.58403 24.13584 14.72085 0.08 -0.21 -0.32
H 26.29661 23.71329 14.75253 0.02 -0.04 -0.06
H 25.17337 26.53381 14.28056 -0.21 -0.22 -0.52
H 26.53227 25.62871 13.42221 -0.13 0.47 0.19
O 22.09089 21.38057 19.98888 -1.00 3.31 -1.13
C 21.51080 22.46619 19.68238 0.30 -2.58 5.67
O 21.45186 23.53706 20.65963 2.07 -3.21 -0.98
C 20.68947 24.62399 20.16392 0.45 -0.72 0.17
C 19.74771 23.92182 19.26213 -1.09 0.38 -2.63
C 20.51931 22.72809 18.65862 0.27 1.38 -0.46
H 21.40053 25.22556 19.59769 -0.31 0.52 0.03
H 20.24479 25.17335 20.99371 0.15 -0.10 -0.09
H 19.57389 24.64808 18.46814 -0.79 -0.23 -0.20
H 18.79692 23.52787 19.62116 0.14 0.49 0.56
H 21.19581 23.05746 17.86998 -0.43 0.11 -0.90
H 19.88619 21.90113 18.33707 0.49 -0.05 0.09
O 26.59970 16.20474 18.47654 0.40 -0.77 0.16
C 27.51111 15.97518 17.69159 -0.93 0.16 0.47
O 28.03034 16.98671 17.04315 0.63 2.41 -1.02
C 28.91714 16.63780 15.95010 -0.15 -2.16 0.48
C 29.31435 15.20399 16.39516 1.46 0.53 -1.51
C 28.11237 14.68613 17.17519 -0.13 0.38 -0.64
H 29.78237 17.25711 15.71356 -0.19 0.53 1.18
H 28.39730 16.61188 14.99241 -0.74 0.00 0.27
H 30.29476 15.25030 16.86925 -0.36 -0.09 0.80
H 29.57238 14.72637 15.44995 -0.43 -0.82 0.17
H 28.18884 13.85442 17.87557 0.28 0.38 0.04
H 27.39331 14.39594 16.40913 -0.31 -0.33 0.00
```
Positions in Å, forces in eV/Å.

HOMO-LUMO gap	1.295	eV
charge	+2
energy relative to the best compared isomer or geometry (same formula, charge and spin)	1352.8	kJ/mol
F_max	6.24	eV/Å
spin multiplicity	1

Atomic partial charges in e from the Mulliken method, atoms 1 to 6:
1 Y 2.0385
2 C 0.4980
3 F -0.1626
4 F -0.1703
5 F -0.2152
6 S 1.0669

Record 4
A molecular structure, C5H9O3. Source: the OMol25 dataset; level of theory: the ωB97M-V functional and the def2-TZVPD basis.

Structure (XYZ):
```
17
Properties=species:S:1:pos:R:3:forces:R:3
O 0.38716 2.41427 0.40050 -0.66 6.43 2.34
O -0.34628 3.44955 0.36799 2.52 -3.18 0.29
C 1.41639 -0.28033 -1.71447 0.29 0.07 -0.31
C 0.32901 -0.07979 -0.70098 -1.02 2.76 -0.66
C 0.15916 -1.01379 0.26540 -0.32 -1.08 1.37
C -0.87524 -0.89449 1.34444 0.30 0.18 0.28
O -0.61889 -1.87549 2.34242 -0.44 -0.21 0.32
C -0.46851 1.12415 -0.69387 -1.48 -5.50 -3.58
H 1.33447 0.44634 -2.53047 0.07 -0.17 0.12
H 2.42076 -0.19445 -1.27473 -0.24 0.05 -0.05
H 1.34749 -1.28989 -2.13958 0.00 0.23 0.02
H 0.82814 -1.87111 0.32247 -0.26 0.02 -0.01
H -0.78746 0.09997 1.81739 -0.19 -0.05 -0.22
H -1.90571 -1.00100 0.95632 0.26 0.05 -0.05
H -1.32484 -1.82289 3.01024 0.46 -0.04 -0.42
H -0.46758 1.73233 -1.60350 0.14 -0.02 0.51
H -1.42807 1.05662 -0.16959 0.55 0.44 0.04
```
Positions in Å, forces in eV/Å.

HOMO-LUMO gap (spin up / spin down)	7.363 / 6.819	eV
energy relative to the best compared isomer or geometry (same formula, charge and spin)	178.8	kJ/mol
F_max	6.88	eV/Å
spin multiplicity	4

Atomic partial charges in e from the Mulliken method, atoms 1 to 6:
1 O 0.0972
2 O -0.0987
3 C -1.4295
4 C 1.2339
5 C -0.4953
6 C -0.5462